C29H47BrN4O2S | ωB97M-V/def2-TZVPD

Results
SMILES string ... [H]/N=C/Cc1ccc2c(c1)Sc1c(ccc(CCCC)c1C[C@@H](C)Br)N2.COC[C@@H](C)N.COC[C@@H](C)N
Net charge ... 0
Gap between HOMO and LUMO ... 8.5 eV
Molecular weight ... 595.69 g/mol
E_tot ... -4474.8742 hartree

Last column: Mulliken charge in e.
Atoms and positions in Å:
H -2.69149 3.68130 0.55208  0.21
N -2.85443 2.92406 -0.11695  -0.45
C -2.85153 3.43029 -1.28845  -0.19
C -3.03816 2.50514 -2.46821  -0.71
C -1.67517 2.18100 -3.10008  0.53
C -1.47379 2.08124 -4.46151  -0.91
C -0.24365 1.77105 -4.99556  -0.54
C 0.84011 1.56690 -4.16528  -0.30
C 0.62829 1.68052 -2.80846  1.00
C -0.60014 1.97125 -2.25360  -0.75
S 2.00003 1.45260 -1.68980  -0.20
C 3.09940 0.41800 -2.67292  1.43
C 2.99166 0.46492 -4.04764  -0.09
C 3.85514 -0.33197 -4.76917  -0.52
C 4.77670 -1.11816 -4.12356  -0.72
C 4.89210 -1.15144 -2.75110  0.94
C 5.94077 -1.99838 -2.04349  -1.20
C 7.23871 -1.23401 -1.62094  -1.11
C 7.15166 0.29868 -1.66309  0.34
C 8.46885 0.94791 -1.12303  -1.25
C 4.01314 -0.37550 -1.98270  -0.32
C 4.00892 -0.35712 -0.46314  -2.55
C 2.79781 -1.17986 0.04039  0.14
C 3.06274 -2.69590 0.00143  -1.39
Br 2.49448 -0.73074 1.95104  -0.20
N 2.09228 1.29123 -4.79363  -0.20
H -2.67583 4.50859 -1.39960  0.39
H -3.74930 2.89352 -3.20713  0.38
H -3.44468 1.54813 -2.11596  0.22
H -2.32099 2.27294 -5.11902  0.33
H -0.16378 1.69750 -6.07645  0.43
H -0.67524 2.03757 -1.17323  0.52
H 3.83966 -0.33814 -5.85630  0.46
H 5.48146 -1.72324 -4.69331  0.43
H 5.47179 -2.35677 -1.12419  -0.01
H 6.15403 -2.89524 -2.63633  0.67
H 7.49166 -1.52403 -0.59033  0.42
H 8.05968 -1.57439 -2.26353  0.38
H 6.33640 0.71612 -1.07064  -0.09
H 7.07170 0.59617 -2.71496  0.23
H 8.86998 1.66170 -1.84820  0.32
H 8.26445 1.51341 -0.20527  0.34
H 9.21554 0.19170 -0.85459  0.31
H 3.89254 0.65955 -0.06700  0.82
H 4.92090 -0.77230 -0.02972  0.53
H 1.86391 -0.93121 -0.45905  0.59
H 2.08760 -3.19723 0.07115  0.35
H 3.63721 -3.01872 0.87315  0.38
H 3.50464 -3.00234 -0.95177  0.39
H 2.56826 2.13427 -5.09743  0.26
C -8.20780 2.14402 3.49821  -0.64
O -8.82654 1.64768 2.32559  -0.39
C -8.33884 2.19628 1.11441  -0.78
C -7.06136 1.52868 0.57873  0.53
C -5.79552 1.95245 1.31671  -1.35
N -7.15996 0.06587 0.60548  -0.74
H -7.94156 3.20048 3.40270  0.29
H -7.32284 1.55547 3.74997  0.23
H -8.91895 2.03872 4.31816  0.26
H -9.13535 2.03417 0.38227  0.36
H -8.21340 3.28317 1.20610  0.40
H -6.94838 1.84104 -0.46457  0.34
H -5.71347 1.49099 2.30135  0.24
H -4.91211 1.65772 0.75248  0.31
H -5.76086 3.03765 1.44252  0.32
H -7.95204 -0.22135 0.03648  0.28
H -7.42947 -0.20360 1.54843  0.31
C -1.63684 -2.81935 6.46858  -0.64
O -0.64377 -1.99457 5.88928  -0.39
C 0.21757 -2.64929 4.97394  -0.55
C -0.34003 -2.77386 3.54726  0.66
C -1.38746 -3.87300 3.39623  -1.56
N -0.90726 -1.51041 3.07018  -0.64
H -1.27466 -3.83785 6.63564  0.30
H -2.53691 -2.83804 5.84956  0.23
H -1.90765 -2.38578 7.43191  0.26
H 1.11731 -2.02906 4.92839  0.20
H 0.52876 -3.62564 5.36862  0.43
H 0.49987 -3.03380 2.89596  0.14
H -2.34880 -3.59273 3.82701  0.29
H -1.56019 -4.08468 2.34041  0.37
H -1.05583 -4.79958 3.87108  0.35
H -0.17966 -0.79976 3.08636  0.25
H -1.57205 -1.19257 3.77162  0.31

Cartesian forces (eV/Å) of the 2 atoms listed first:
H 0.000 -0.249 0.137
N 0.023 0.647 -0.387